Density functional theory data (ωB97M-V/def2-TZVPD) for a 2-piece molecular cluster, C6H5N2O3 overall in a non-equilibrium geometry.

Geometry (Å):
C 2.70485 -1.34575 0.58653
C 1.90090 -1.59520 -0.55458
C 0.97044 -0.14210 0.70331
C -1.90154 0.85418 -0.11275
C 0.21363 0.81522 1.27611
C -2.80375 0.79436 0.93686
N 2.15873 -0.42408 1.34050
N 0.81790 -0.83239 -0.46978
O -3.09526 2.05020 1.49881
O -3.36417 -0.14230 1.48834
O -0.00933 1.80246 1.91801
H 3.69866 -1.73697 0.99133
H 2.28610 -2.27497 -1.24629
H -1.51330 1.78318 -0.32996
H -1.61186 -0.03122 -0.77206
H -2.58110 2.71894 1.13549

Cartesian forces, eV/Å:
1.845 -0.017 1.417
0.392 1.294 2.292
2.018 -1.573 -0.680
1.870 -3.339 -0.796
-3.695 4.725 0.642
-0.757 0.032 1.215
-0.383 0.248 0.686
-0.509 -0.514 -0.637
-1.599 -1.724 1.377
-0.025 -0.179 -0.369
1.369 -3.259 -1.126
-1.421 0.173 -1.214
-0.583 -0.819 -1.757
0.686 1.853 -0.991
-0.747 1.435 1.154
1.540 1.665 -1.211

Properties
total charge: -1
largest force on an atom: 6.03 eV/A
spin multiplicity: 1

And the natural (NBO) charges, in e, turn out to be: -0.094, -0.091, -0.053, -0.777, 0.808, 0.685, -0.421, -0.391, -0.738, -0.689, -0.478, 0.185, 0.187, 0.171, 0.239, 0.457

---

Density functional theory data (ωB97M-V/def2-TZVPD) for one molecule with the formula C6H5N3 in a non-equilibrium geometry.

Geometry (Å):
C -0.28564 -1.90372 -0.91803
C 1.04270 -1.78016 -0.48461
N 1.55117 -0.72123 0.10769
C 0.63932 0.27293 0.31255
N 0.85281 1.41602 0.97468
C -0.30050 2.10402 0.86550
C -1.29592 1.39569 0.20475
N -0.70689 0.22342 -0.14117
C -1.16843 -0.88785 -0.75606
H -0.58917 -2.82411 -1.38000
H 1.76187 -2.54696 -0.70316
H -0.33759 3.07533 1.33032
H -2.32268 1.62309 -0.07576
H -2.18127 -0.96022 -1.10453

Cartesian forces, eV/Å:
-0.413 -0.325 -0.149
1.022 0.759 0.142
-1.604 0.168 -0.139
0.492 0.669 0.859
0.027 -1.029 -1.054
-0.564 -0.089 0.183
-0.030 1.039 0.292
0.832 -0.360 0.002
0.579 -0.596 -0.106
-0.168 -0.130 -0.169
0.066 -0.492 -0.001
-0.377 0.098 -0.137
0.436 -0.039 0.208
-0.299 0.326 0.069

Properties
largest force on an atom: 1.62 eV/A
structure (SMILES): c1cnc2nccn2c1
spin multiplicity: 1

And the natural (NBO) charges, in e, turn out to be: -0.317, 0.051, -0.374, 0.452, -0.451, -0.033, -0.148, -0.324, 0.062, 0.230, 0.197, 0.211, 0.223, 0.221

---

Density functional theory data (ωB97M-V/def2-TZVPD) for C6H5N3O2 as an isolated structure in a non-equilibrium geometry.

Geometry (Å):
C 0.88999 0.17026 -1.47593
C -1.59453 0.74957 -0.14268
C -0.34849 1.13292 0.18800
C -1.98948 -0.62831 -0.21625
C 0.04912 -1.45735 0.44349
C 0.81809 0.22202 -0.04897
N 0.91287 0.16970 -2.63719
N -1.23374 -1.52520 0.26947
N 2.01546 0.56978 0.54351
O 1.89946 1.27926 1.58699
O 3.08907 0.25931 0.03706
H -2.40871 1.45873 0.03624
H -0.06499 1.98521 0.63362
H -3.01194 -0.81575 -0.56565
H 0.59219 -2.10968 -0.15570
H 0.38563 -1.46047 1.50400

Cartesian forces, eV/Å:
0.930 -0.492 -2.585
0.657 1.755 0.996
-0.742 -3.042 -0.882
-0.169 -0.302 -0.338
3.952 2.892 2.774
-4.325 -2.044 -1.686
-0.128 -0.105 1.534
-3.955 -0.691 -1.444
2.763 2.348 2.927
0.426 -1.627 -1.684
-1.231 -0.043 0.495
0.259 -0.176 -0.299
0.403 3.387 1.272
0.306 -0.440 0.580
1.151 -0.976 -1.170
-0.296 -0.444 -0.491

Properties
largest force on an atom: 5.63 eV/A
spin multiplicity: 1

And the natural (NBO) charges, in e, turn out to be: 0.253, -0.294, -0.078, 0.135, -0.080, -0.168, -0.285, -0.373, 0.495, -0.403, -0.333, 0.238, 0.231, 0.206, 0.234, 0.222

---

Density functional theory data (ωB97M-V/def2-TZVPD) for one molecule with the formula C6H5N3O3 in a non-equilibrium geometry.

Geometry (Å):
O 1.91642 -0.98389 2.69349
C 1.32273 -0.74107 1.69751
N 1.29751 -1.67190 0.60084
C 0.50191 -1.31047 -0.43454
O 0.28732 -1.82598 -1.52743
C -0.09157 0.05747 0.03910
C 0.01798 1.18115 -0.93123
C -1.42284 1.43636 -1.29194
N -2.23808 0.58058 -0.85035
C -1.65231 -0.22049 0.14511
O -2.25952 -0.85334 0.93497
N 0.58883 0.34637 1.22287
H 1.85259 -2.50644 0.49621
H 0.52000 1.05993 -1.99343
H 0.39591 2.04573 -0.55012
H -1.66436 2.27536 -2.03714
H 0.62750 1.13065 1.78608

Cartesian forces, eV/Å:
0.276 0.768 1.064
-0.409 -0.831 -2.338
-0.375 -0.440 -0.713
-0.172 0.991 -1.130
0.425 0.559 1.955
-0.312 -0.963 -1.016
-1.163 -0.994 -4.053
0.549 0.342 -1.320
-2.060 0.744 -0.491
0.918 1.362 -0.562
0.189 -0.674 0.532
1.714 -3.288 1.748
0.128 -0.020 0.650
-0.578 -0.402 2.230
1.525 2.298 1.363
-0.054 -1.396 1.221
-0.601 1.943 0.862

Properties
largest force on an atom: 4.33 eV/A
structure (SMILES): O=C1NC(=O)[C@]2(CC=NC2=O)N1
spin multiplicity: 1

And the natural (NBO) charges, in e, turn out to be: -0.561, 0.809, -0.656, 0.703, -0.573, -0.110, -0.483, 0.212, -0.478, 0.680, -0.474, -0.619, 0.433, 0.260, 0.229, 0.206, 0.421

---

Density functional theory data (ωB97M-V/def2-TZVPD) for C6H5NO as an isolated structure in a non-equilibrium geometry.

Geometry (Å):
C 1.94681 0.62150 0.09126
C 0.42766 -0.59015 -0.08233
C -1.71920 -0.79600 0.10701
C -1.87799 0.54009 -0.00241
C -0.76736 1.47125 -0.09802
C 0.45723 0.88628 -0.05310
H 2.18438 1.03288 1.10083
H 2.69683 1.07984 -0.63234
H -2.65836 -1.41017 0.23929
H -2.92479 0.94275 -0.17910
H -0.87061 2.59646 0.20740
N -0.47534 -1.44287 -0.02615
O 1.76212 -0.86744 -0.04094

Cartesian forces, eV/Å:
1.255 2.094 -0.043
1.312 1.899 -0.122
-0.354 -1.558 -0.768
-1.247 2.058 -0.844
0.306 1.835 2.119
-0.284 -3.856 -0.985
0.446 -1.188 -0.398
-1.118 -0.938 0.646
1.487 0.421 -0.303
1.426 -0.498 0.800
-0.178 -2.091 -1.335
-3.507 -0.779 0.928
0.455 2.600 0.306

Properties
largest force on an atom: 3.99 eV/A
spin multiplicity: 1

And the natural (NBO) charges, in e, turn out to be: -0.093, 0.505, 0.012, -0.296, -0.171, -0.141, 0.211, 0.217, 0.208, 0.227, 0.226, -0.441, -0.465

---

Density functional theory data (ωB97M-V/def2-TZVPD) for C6H5NOS as an isolated structure in a non-equilibrium geometry.

Geometry (Å):
O 0.89843 -1.21345 -2.94018
N -1.00115 -1.60512 -1.37506
S 0.03874 -2.09568 -2.28238
C 0.40927 1.19553 1.38117
C 0.12483 1.62102 0.05620
C 0.21385 -0.11374 1.70800
C -0.33773 0.66013 -0.83832
C -0.25809 -1.04562 0.81151
C -0.61702 -0.68694 -0.46525
H 0.78210 1.92447 2.13080
H 0.29122 2.72433 -0.16461
H 0.48645 -0.39172 2.73471
H -0.61748 1.06901 -1.80380
H -0.41342 -2.04221 1.04722

Cartesian forces, eV/Å:
2.663 2.355 -0.968
-1.176 -1.809 0.818
-1.579 -3.911 -2.018
0.107 1.679 -0.875
0.455 0.253 1.360
0.613 -0.257 1.555
-0.790 1.012 -0.010
-0.514 0.744 -0.419
1.233 4.988 1.236
-0.303 -0.652 -0.597
-0.364 -1.762 -0.188
-0.257 -0.245 -0.500
0.051 -0.598 -0.226
-0.141 -1.796 0.834

Properties
largest force on an atom: 5.28 eV/A
spin multiplicity: 1

And the natural (NBO) charges, in e, turn out to be: -0.847, -0.805, 1.559, -0.220, -0.197, -0.206, -0.238, -0.235, 0.097, 0.216, 0.224, 0.217, 0.220, 0.215

---

Density functional theory data (ωB97M-V/def2-TZVPD) for one molecule with the formula C6H5NOS2 in a non-equilibrium geometry.

Geometry (Å):
C -1.18901 0.28409 -1.70053
C -1.83159 -0.72288 -0.99804
C -0.02235 0.85004 -1.20256
C -1.34776 -1.16669 0.22132
C 0.43438 0.38825 0.00346
C -0.19809 -0.58904 0.74474
N 1.84332 0.89094 0.66188
O 3.36814 -0.33171 2.24729
S 0.47756 -1.02369 2.29958
S 2.13667 0.40966 2.26205
H -1.59151 0.63540 -2.63760
H -2.72600 -1.17002 -1.40223
H 0.50541 1.61851 -1.74171
H -1.85118 -1.94223 0.77421
H 1.99201 1.86938 0.46814

Cartesian forces, eV/Å:
0.010 0.047 -0.002
-0.095 -0.034 -0.074
-0.063 -0.073 -0.028
0.178 0.112 0.053
3.711 1.089 1.915
-0.042 -0.015 -0.084
-3.877 -1.633 -1.625
0.739 -0.584 0.114
0.298 0.358 -0.079
-0.679 0.546 -0.308
-0.034 -0.001 -0.099
-0.113 -0.025 -0.043
0.090 0.096 -0.089
-0.130 -0.121 0.029
0.006 0.239 0.320

Properties
largest force on an atom: 4.51 eV/A
spin multiplicity: 1

And the natural (NBO) charges, in e, turn out to be: -0.202, -0.205, -0.248, -0.204, 0.174, -0.228, -0.864, -0.908, 0.058, 1.334, 0.220, 0.220, 0.229, 0.224, 0.400

---

Density functional theory data (ωB97M-V/def2-TZVPD) for an isolated ion of composition C6H5O3S and charge -1 in a non-equilibrium geometry.

Geometry (Å):
O -3.03405 -1.20129 0.77425
C -2.36580 -0.16691 0.83637
O -2.67671 0.99370 0.60683
C -0.79389 -0.42265 1.12935
S -0.24213 -2.23245 1.27536
C 0.40488 0.14883 0.08254
C 0.43609 0.19774 -1.28589
C 1.59298 0.96658 -1.60213
C 2.25226 1.09349 -0.48419
O 1.51699 0.60411 0.56486
H -0.51938 0.05150 2.13174
H -1.41047 -2.61952 1.01219
H -0.17723 0.01097 -2.17098
H 1.86309 1.02445 -2.60780
H 3.15337 1.55144 -0.26250

Cartesian forces, eV/Å:
-0.398 -0.682 0.400
1.096 -0.847 -1.254
0.157 1.100 0.346
3.821 0.696 -0.049
1.720 1.703 0.657
-5.554 -2.228 -0.194
-0.620 1.203 -0.689
-1.147 -2.147 -0.873
0.515 0.466 1.646
1.846 1.324 1.135
-0.443 -0.499 -1.322
-2.637 -1.016 -0.539
-0.684 -0.521 1.258
0.833 0.852 -1.196
1.496 0.595 0.675

Properties
total charge: -1
largest force on an atom: 5.99 eV/A
structure (SMILES): O=C([O-])[C@@H](S)c1ccco1
spin multiplicity: 1

And the natural (NBO) charges, in e, turn out to be: -0.757, 0.772, -0.734, -0.428, -0.141, 0.353, -0.361, -0.303, 0.033, -0.416, 0.215, 0.153, 0.225, 0.209, 0.180

---

Taking the records one at a time from the top gives gap between HOMO and LUMO values of 7.2; 8.8; 9.1; 9.8; 10.0; 8.3; 8.9; 8.1 eV.
Taking the records one at a time from the top gives energy relative to the best compared isomer or geometry (same formula, charge and spin) values of 0.0; 7.9; 139.8; 0.0; 30.4; 11.2; 16.9; 30.7 kcal per mole.
Taking the records one at a time from the top gives E values of -15424.5860; -10772.8826; -14861.9187; -16915.7999; -9837.8892; -20673.8272; -31509.9715; -23280.4911 eV.